Record 1
C4H6N2OS | the ωB97M-V functional and the def2-TZVPD basis

**2S+1**: 1
**SMILES**: OCC1=NN=CCS1
**Orbital gap**: 9.7342 eV
**E_HOMO**: -9.61 eV
**Molar mass**: 130.17 g/mol

Last column: Löwdin charge in e.
Element x y z (Å)
O 1.77336 -1.76263 1.31799  -0.1455
C 0.56308 -1.96833 0.46319  -0.2155
C 0.34861 -0.62812 0.11705  -0.6238
N 0.44565 -0.34723 -1.15513  0.0236
N 0.59141 0.99661 -1.58774  0.0071
C -0.26103 1.85684 -1.09347  -0.2731
C -1.22165 1.39146 -0.10286  -0.5384
S -0.18616 0.76287 1.16883  0.9349
H 1.54241 -1.05859 2.08779  0.1286
H 0.97459 -2.69471 -0.31040  0.1622
H -0.35557 -2.07326 1.19630  0.1485
H -0.22414 2.66706 -1.78478  0.0989
H -2.02466 2.29166 0.24991  0.1543
H -1.96591 0.56637 -0.56666  0.1381

---

Record 2
C27H38LaN2O5Se | the ωB97M-V functional and the def2-TZVPD basis

**2S+1**: 1
**Charge**: +1
**Orbital gap**: 8.6761 eV
**E_HOMO**: -11.09 eV
**Molar mass**: 688.48 g/mol

Last column: Löwdin charge in e.
Element x y z (Å)
La -5.78199 -18.48280 -4.44661  1.9267
C -11.90316 -20.21071 -9.65178  -0.0408
C -11.07282 -19.79518 -8.44653  -0.2191
C -10.36663 -20.85476 -7.80612  0.0030
C -9.70140 -20.62961 -6.64261  -0.1907
C -9.31739 -21.83800 -5.82798  -0.0172
C -9.62671 -19.34304 -6.14069  -0.0939
C -10.29140 -18.24232 -6.71429  -0.1585
C -10.40245 -16.79293 -6.24043  -0.0433
C -11.09173 -18.53855 -7.85051  -0.0045
C -8.83453 -19.07624 -4.96667  -0.5809
O -9.18410 -18.12190 -4.23516  0.0001
O -7.77515 -19.77524 -4.74087  -0.2318
H -12.50991 -19.33864 -10.03084  0.0998
H -12.44580 -21.13394 -9.47854  0.0819
H -11.25763 -20.50896 -10.42607  0.0584
H -10.47901 -21.84915 -8.20694  0.1217
H -8.35383 -21.82649 -5.45056  0.0414
H -9.33838 -22.76744 -6.38743  0.0869
H -9.99198 -22.03189 -5.02908  0.0912
H -9.47352 -16.32022 -5.84770  0.0799
H -11.22598 -16.76249 -5.49640  0.1068
H -10.73578 -16.18529 -7.10035  0.0698
H -11.62066 -17.69964 -8.32544  0.1168
O -7.18086 -16.96489 -3.39883  -0.3018
H -7.33985 -17.49364 -2.54105  0.1048
H -8.07325 -17.24995 -3.92534  0.0284
C -9.84045 -13.61090 -10.34342  -0.1018
C -8.76420 -14.50782 -10.94217  -0.2502
C -8.45144 -15.70727 -10.04577  -0.1674
C -8.02208 -15.50147 -8.57584  -0.1194
N -6.55043 -15.20837 -8.47443  0.0153
C -5.64208 -16.04988 -7.98898  -0.6376
Se -6.14042 -17.75391 -7.35093  0.6632
N -4.41372 -15.56884 -8.05690  -0.0159
C -3.18797 -16.32863 -7.89779  -0.1315
C -2.25776 -15.83519 -6.77583  -0.1706
C -2.71971 -16.17586 -5.34826  -0.2495
C -3.90257 -15.31134 -4.95317  -0.1059
C -4.52672 -14.31083 -8.62147  -0.1430
C -3.51059 -13.42234 -8.95378  0.0162
C -3.89510 -12.29400 -9.67442  -0.0423
C -5.26195 -12.02436 -9.87412  -0.0498
C -6.28356 -12.87767 -9.49271  0.0084
C -5.87207 -14.05848 -8.89701  -0.1147
H -10.14394 -12.78620 -10.96535  0.0724
H -9.54720 -13.16089 -9.40337  0.0534
H -10.74970 -14.18798 -10.17624  0.0819
H -7.83415 -14.04905 -11.17785  0.0721
H -9.16496 -14.88488 -11.92191  0.1302
H -7.69101 -16.35827 -10.47419  0.1191
H -9.36823 -16.28794 -10.02550  0.1079
H -8.25533 -16.35822 -7.98921  0.0296
H -8.55897 -14.62137 -8.17314  0.1289
H -2.62807 -16.31192 -8.84548  0.1396
H -3.43678 -17.42207 -7.66310  0.1064
H -2.17367 -14.75613 -6.80990  0.0993
H -1.29839 -16.32751 -6.87623  0.1193
H -1.89611 -15.92815 -4.66240  0.1214
H -2.90314 -17.23905 -5.20989  0.0810
H -3.73297 -14.29194 -5.17909  0.0711
H -4.06839 -15.38088 -3.83730  0.1011
H -4.77384 -15.66190 -5.49291  0.0205
H -2.48261 -13.67187 -8.71727  0.1134
H -3.15245 -11.65073 -10.09345  0.1062
H -5.54514 -11.15604 -10.41874  0.1052
H -7.30082 -12.58322 -9.56250  0.1004
C -3.62188 -18.71575 -0.14928  -0.0289
O -3.29348 -18.98348 -1.53667  -0.1011
C -4.18547 -18.79943 -2.47292  -0.4629
O -3.85692 -19.38610 -3.56600  -0.3042
H -2.70489 -18.56309 0.39017  0.0860
H -4.14156 -19.60099 0.25964  0.0994
H -4.31470 -17.85019 -0.19429  0.0933

---

Record 3
C17H21N4O2PS | the ωB97M-V functional and the def2-TZVPD basis

**2S+1**: 1
**Orbital gap**: 7.0113 eV
**E_HOMO**: -8.11 eV
**Molar mass**: 376.42 g/mol

Last column: Löwdin charge in e.
Element x y z (Å)
C -1.17993 2.56089 -1.20346  0.0910
C -1.15355 1.89570 -0.19513  -0.1378
C -1.06528 0.99656 1.03207  -0.1337
C -0.48925 -0.35099 0.51333  -0.1563
C 0.77277 -0.80718 0.84120  0.0281
C 1.29037 -2.08832 0.27754  -0.1659
C 2.71489 -2.59869 0.59712  -0.1290
C 3.37764 -1.99112 1.88280  -0.1996
O 4.61598 -1.36090 1.54824  -0.1715
C 4.42086 -0.02186 1.09124  -0.2599
C 4.42377 0.92280 2.34343  -0.0720
C 0.47357 -2.84373 -0.59772  -0.2435
P 1.03175 -4.45867 -1.39332  0.8509
N 2.70301 -4.25040 -1.87415  -0.1927
O 0.20762 -4.64833 -2.84120  -0.3417
C -0.86864 -2.37485 -0.94969  -0.3278
N -1.80146 -2.90279 -1.77174  -0.2508
S -3.09022 -1.89551 -1.78107  1.0050
N -2.60514 -0.71803 -0.73643  -0.2107
C -1.37019 -1.10489 -0.38795  -0.3233
H -1.03126 2.79942 -2.25627  0.0455
H -0.43815 1.44248 1.82919  0.1156
H -2.07097 0.83179 1.46981  0.1143
H 1.41015 -0.19585 1.50214  0.0995
H 3.35944 -2.28823 -0.25890  0.1128
H 2.75598 -3.70855 0.61931  0.1006
H 2.70840 -1.35066 2.49148  0.1041
H 3.66365 -2.84515 2.53926  0.1314
H 3.42966 0.07322 0.57878  0.1055
H 5.21104 0.28778 0.38033  0.1207
H 3.49192 0.75127 2.92418  0.0638
H 5.28183 0.62110 2.97610  0.0811
H 4.50774 1.98946 2.04998  0.0769
H 2.85240 -4.65492 -2.79717  0.0325
H 2.94441 -3.25828 -1.89678  0.0140
H 0.15788 -3.81491 -3.34077  0.0440
N -4.67020 3.10611 -0.39489  0.0072
C -5.74479 3.44789 -1.17049  -0.1456
C -5.94568 4.79743 -1.04518  -0.1186
C -4.94997 5.29175 -0.16307  -0.1165
C -4.17746 4.22612 0.21840  -0.1531
H -4.29917 2.17725 -0.29244  0.1281
H -6.27284 2.70231 -1.74190  0.1027
H -6.72020 5.36726 -1.53291  0.0875
H -4.81536 6.31320 0.15474  0.0878
H -3.32297 4.16684 0.87175  0.0994

---

Record 4
C2H7NO3P | the ωB97M-V functional and the def2-TZVPD basis

**2S+1**: 1
**Charge**: -1
**Orbital gap**: 8.5758 eV
**E_HOMO**: -4.59 eV
**Molar mass**: 124.06 g/mol

Last column: Löwdin charge in e.
Element x y z (Å)
C -0.87337 1.52842 0.36942  -0.0465
C -0.46247 0.87105 -0.71335  -0.4270
N 1.68721 -1.26569 0.70672  -0.2922
O -1.89938 -2.04900 0.47338  -0.1531
O 1.81884 -2.16472 3.12811  -0.6091
O 0.53491 0.10486 -1.05047  -0.1168
P 0.85676 -1.55687 2.12492  0.6409
H -0.18403 1.57722 1.19921  0.0239
H -2.17359 -1.48364 -0.29847  0.0416
H -1.53621 2.33361 0.35172  0.0001
H -1.08119 0.89684 -1.53553  0.0630
H 1.14905 -0.41970 -0.22098  -0.0057
H 2.43570 -1.92714 0.53241  -0.0238
H -1.11869 -1.58671 0.85286  -0.0956